(1)
This record from the OMol25 dataset describes 3 unconnected molecules or ions with the total composition C5H14O3 at a distorted geometry. The level of theory is ωB97M-V/def2-TZVPD.

```
22
Properties=species:S:1:pos:R:3:lowdin_charge:R:1
O -1.34867 2.86741 -2.16239 -0.08
O 1.34811 -2.60703 2.38391 -0.09
O 0.41694 0.57101 -3.58625 -0.01
C 0.93741 -1.75670 1.31173 -0.25
C -0.44780 -1.20602 1.56941 -0.22
C -0.69365 0.68320 0.17570 -0.19
C -0.83072 0.24605 1.56110 -0.23
C 0.46739 1.16710 -0.40188 0.01
H 0.63374 1.58102 -1.41128 0.03
H 1.10196 -2.46779 0.42375 0.14
H -1.07786 -1.86408 0.91811 0.13
H 1.43790 0.88510 0.09228 0.06
H -1.60416 3.11931 -1.19857 0.10
H -1.90975 0.24089 1.72332 0.11
H -0.76866 -1.69569 2.47636 0.11
H 1.13589 0.29422 -3.14282 -0.04
H 2.25961 -2.74033 2.42589 0.04
H 1.64665 -0.84602 1.44399 0.13
H -1.70014 0.65764 -0.42866 0.14
H -0.52123 0.95804 2.31771 0.12
H 0.45357 -0.14835 -4.25131 0.07
H -0.93653 2.06102 -2.24010 -0.09
```

lowest unoccupied orbital energy = 0.589 eV
energy above the lowest of the compared OMol25 structures with the same formula, charge and spin = 272.7 kJ/mol

---

(2)
This record from the OMol25 dataset describes 2 unconnected molecules or ions with the total composition C5H14S at a distorted geometry. The level of theory is ωB97M-V/def2-TZVPD.

```
20
Properties=species:S:1:pos:R:3:lowdin_charge:R:1
S -0.98339 -1.27101 -0.27353 0.78
C -0.57565 -0.90371 1.43419 -0.57
C -2.66115 -0.61480 -0.49800 -0.40
C -0.47228 -2.23894 2.23839 -0.17
C 1.50799 2.47131 -1.62609 -0.17
C 2.44725 1.27322 -1.38388 -0.17
H 0.47077 2.12421 -1.66620 0.05
H -1.19168 -3.00959 1.98058 0.06
H -2.71938 0.07084 -1.33429 0.02
H 0.40155 -0.42580 1.48812 0.05
H 1.52231 3.10928 -0.74164 0.06
H 2.21093 0.98705 -0.36300 0.05
H 0.50339 -2.65400 1.97266 0.06
H -3.30350 -1.46130 -0.75270 0.02
H 2.38664 0.51124 -2.15930 0.06
H -1.25674 -0.23337 1.94876 0.07
H -3.02794 -0.28972 0.47044 0.03
H 3.49195 1.58057 -1.48269 0.06
H 1.68317 3.00609 -2.55402 0.06
H -0.43423 -2.03152 3.30220 0.06
```

lowest unoccupied orbital energy = 0.991 eV
energy above the lowest of the compared OMol25 structures with the same formula, charge and spin = 64.0 kJ/mol

---

(3)
This record from the OMol25 dataset describes a molecular structure, C5H15AgBrN3O2 at a distorted geometry. The level of theory is ωB97M-V/def2-TZVPD.

```
27
Properties=species:S:1:pos:R:3:lowdin_charge:R:1
Ag 1.95102 3.12613 -1.82107 0.53
Br 2.43960 0.56303 -1.06476 -0.22
O 7.50493 -0.66872 1.50478 0.02
O -3.54853 -1.25276 -0.04562 -0.18
N 5.61639 -0.46442 0.30832 0.15
N 5.37675 -0.68411 2.38296 0.14
N -1.10397 -0.03525 -1.01503 0.03
C -2.13168 0.69493 -0.26856 -0.43
C -3.56251 0.11261 -0.42782 -0.20
C -2.10361 2.15435 -0.69335 -0.08
C 6.27706 -0.65621 1.38873 -0.77
C -4.78351 -1.89448 -0.25076 -0.13
H -0.14589 0.20668 -0.80614 -0.07
H -1.88194 0.63668 0.79084 0.13
H 5.78609 -1.10172 3.20645 0.10
H -4.57733 -2.90328 0.10689 0.09
H -5.56218 -1.65047 0.47189 0.08
H -4.28616 0.65598 0.17977 0.13
H -2.47996 2.86192 0.04544 0.08
H 4.38703 -0.85237 2.27226 0.10
H -2.71836 2.35276 -1.57131 0.07
H 4.62024 -0.30255 0.26853 -0.01
H -1.18059 -1.01069 -0.76453 0.06
H -1.07757 2.40526 -0.96242 0.04
H -5.21938 -1.97777 -1.24634 0.09
H 6.19675 -0.59128 -0.50849 0.12
H -3.79268 0.27578 -1.48068 0.12
```

lowest unoccupied orbital energy = -2.314 eV

---

(4)
This record from the OMol25 dataset describes a molecular structure, C5H15ClN3 at a distorted geometry. The level of theory is ωB97M-V/def2-TZVPD.

```
24
Properties=species:S:1:pos:R:3:lowdin_charge:R:1
Cl -2.41459 -0.39957 0.62723 0.70
N -0.04689 -1.93239 0.35695 -0.09
N -0.91527 1.57379 -0.06112 -0.14
N 0.80605 0.02554 1.21892 -0.09
C 0.42073 -0.71263 0.10149 -0.34
C -1.24865 0.22224 -0.55891 -0.52
C -0.51886 2.67678 -0.96208 -0.03
C -0.38394 -2.76301 -0.78513 -0.09
C 2.27218 0.16274 1.32328 -0.03
H 2.62435 -0.12227 0.36448 0.07
H -1.32240 -2.44573 -1.29782 0.08
H -0.09764 1.49342 0.67304 0.15
H 0.32983 -2.76353 -1.62299 0.10
H -1.03892 3.72634 -0.77668 0.15
H 0.89880 -0.48690 -0.81348 0.14
H -1.70097 1.93924 0.50593 0.14
H -0.40043 -2.23853 1.26088 0.14
H 2.69239 -0.50932 2.14210 0.12
H 0.52042 2.76999 -1.30102 0.10
H -1.49400 0.15724 -1.58039 0.08
H 2.41558 1.17735 1.66877 0.08
H -1.03985 2.41399 -1.87229 0.08
H -0.67959 -3.78166 -0.65907 0.08
H 0.32167 -0.18311 2.04790 0.12
```

lowest unoccupied orbital energy = -2.701 eV
energy above the lowest of the compared OMol25 structures with the same formula, charge and spin = 207.7 kJ/mol
net charge = +1

---

(5)
This record from the OMol25 dataset describes a molecular structure, C5H15InN3O2 at a distorted geometry. The level of theory is ωB97M-V/def2-TZVPD.

```
26
Properties=species:S:1:pos:R:3:lowdin_charge:R:1
In -3.28590 -9.11361 -8.25393 1.51
O -2.25321 -6.59767 -8.25467 -0.09
O -2.53020 -10.39112 -10.70172 -0.27
N -4.36613 -8.13326 -10.74702 0.14
N -1.42635 -4.58836 -8.86051 0.27
N -3.58328 -4.72180 -8.08352 0.23
C -3.17598 -9.98515 -11.87082 -0.13
C -3.40667 -8.47506 -11.74160 -0.37
C -2.12552 -7.64252 -11.55478 0.03
C -2.42955 -5.34845 -8.37730 -0.57
C -2.04105 -11.76730 -10.67997 0.04
H -4.26521 -5.31708 -7.63977 0.13
H -4.54127 -7.12371 -10.69175 0.15
H -1.35568 -11.79042 -9.83357 0.12
H -1.66978 -8.06010 -10.61840 0.10
H -4.16241 -10.46099 -12.02532 0.18
H -0.47026 -4.91284 -8.93434 0.16
H -2.35773 -6.58622 -11.44377 0.10
H -3.68390 -8.09106 -12.76551 0.24
H -1.57103 -3.62169 -9.12830 0.16
H -2.87394 -12.44556 -10.46980 0.13
H -1.35164 -7.76927 -12.31144 0.13
H -5.30891 -8.48575 -10.96449 0.16
H -2.58019 -10.16110 -12.77568 0.18
H -3.72749 -3.72223 -8.06527 0.15
H -1.56198 -12.03338 -11.62045 0.13
```

lowest unoccupied orbital energy = -17.473 eV
energy above the lowest of the compared OMol25 structures with the same formula, charge and spin = 33.0 kJ/mol
net charge = +3

---

(6)
This record from the OMol25 dataset describes C5H15N2 in the gas phase at a distorted geometry. The level of theory is ωB97M-V/def2-TZVPD.

```
22
Properties=species:S:1:pos:R:3:lowdin_charge:R:1
N 0.05941 -0.45384 0.37973 -0.05
N 2.09190 -1.61680 -0.92716 -0.03
C -0.33993 -0.99567 -0.94332 -0.23
C -0.78647 1.59839 1.60304 -0.26
C -2.03100 2.22200 0.93067 -0.11
C 0.19663 1.04641 0.56161 -0.17
C 0.79411 -1.78761 -1.57237 -0.29
H 0.98045 -0.76015 0.61347 0.07
H -0.68369 -0.13681 -1.50454 0.11
H 2.51469 -2.46172 -0.57851 0.06
H 0.14510 1.56876 -0.38907 0.11
H -0.30990 2.20044 2.37648 0.10
H -2.04261 2.09579 -0.14993 0.06
H 0.58501 -2.85718 -1.49145 0.09
H -1.14139 0.77277 2.22103 0.06
H 2.75696 -1.01150 -1.38096 0.07
H -2.00730 3.30516 1.06092 0.07
H 1.22706 1.19234 0.88476 0.11
H -1.14390 -1.70136 -0.67005 0.04
H 0.86583 -1.76164 -2.66394 0.11
H -2.94807 1.81643 1.35195 0.06
H -0.62353 -0.88812 1.11544 0.03
```

lowest unoccupied orbital energy (alpha / beta) = 0.946 / 0.688 eV
energy above the lowest of the compared OMol25 structures with the same formula, charge and spin = 234.7 kJ/mol
expectation value of S² = 0.75
2S+1 = 2

---

(7)
This record from the OMol25 dataset describes a molecular structure, C5H15N2 at a distorted geometry. The level of theory is ωB97M-V/def2-TZVPD.

```
22
Properties=species:S:1:pos:R:3:lowdin_charge:R:1
N -0.64790 0.63403 -0.23857 -0.07
N 0.89797 -1.02566 0.70985 -0.01
C 2.64704 0.67527 -0.43790 -0.11
C -2.04033 -1.32166 0.63204 -0.08
C -1.63904 0.24007 0.80775 -0.25
C -1.19554 0.83202 -1.61552 -0.10
C 1.95776 0.01490 0.76542 -0.33
H -2.15904 0.34960 -1.73439 0.06
H -2.49976 0.93147 0.92707 0.10
H 1.17250 -1.88983 0.32815 0.04
H -0.55948 0.35012 -2.37961 0.08
H 3.42459 1.32132 -0.07767 0.06
H 3.00058 -0.03228 -1.11125 0.04
H -1.35067 -1.91712 1.15636 0.03
H 2.00948 1.34491 -0.96377 0.04
H -1.94322 -1.51758 -0.44817 0.06
H -1.23814 1.89593 -1.96512 0.09
H -3.08075 -1.50421 0.91242 0.06
H 0.14606 -0.30550 0.18213 -0.02
H 2.71005 -0.29661 1.44722 0.08
H -1.15462 0.28794 1.85375 0.12
H 1.54249 0.93288 1.24983 0.10
```

lowest unoccupied orbital energy (alpha / beta) = 1.042 / -0.936 eV
energy above the lowest of the compared OMol25 structures with the same formula, charge and spin = 219.7 kJ/mol
expectation value of S² = 0.76
2S+1 = 2

---

(8)
This record from the OMol25 dataset describes 2 unconnected molecules or ions with the total composition C5H15N2 at a distorted geometry. The level of theory is ωB97M-V/def2-TZVPD.

```
22
Properties=species:S:1:pos:R:3:lowdin_charge:R:1
N -0.04534 0.33855 -0.13361 0.17
N 2.14903 0.62809 1.63927 0.04
C -0.25095 0.86709 1.14488 -0.19
C 1.03710 1.58083 1.65389 -0.18
C -1.84815 -1.94705 -1.17447 -0.15
C -0.41300 1.25077 -1.10884 -0.04
C -0.48737 -2.49579 -1.63031 -0.15
H 2.11244 0.00800 0.83561 0.07
H 0.25016 -1.70566 -1.64573 0.04
H -1.71714 -1.22492 -0.35206 0.03
H 0.04090 1.05033 -2.07748 0.12
H 3.03702 1.09916 1.47741 0.10
H -0.24905 -3.37817 -1.05087 0.07
H -2.50605 -2.77019 -0.91991 0.08
H -0.60247 -2.88775 -2.64195 0.07
H -2.30921 -1.33449 -1.95550 0.07
H -0.12093 2.28201 -0.85367 0.14
H 1.23298 2.42565 0.99897 0.12
H -1.09354 1.56681 1.14137 0.15
H 0.80847 1.80044 2.68950 0.13
H -1.51743 1.28447 -1.16556 0.17
H -0.50509 0.02679 1.79649 0.16
```

lowest unoccupied orbital energy = -8.462 eV
energy above the lowest of the compared OMol25 structures with the same formula, charge and spin = 529.0 kJ/mol
net charge = +1

---

(9)
This record from the OMol25 dataset describes a molecular structure, C5H15N2 at a distorted geometry. The level of theory is ωB97M-V/def2-TZVPD.

```
22
Properties=species:S:1:pos:R:3:lowdin_charge:R:1
N -1.32470 1.31355 -0.57279 0.07
N -0.85691 -0.29976 -2.39798 0.22
C 1.37858 0.61381 2.42568 -0.18
C 0.83990 -0.20418 -0.22966 -0.01
C -1.71175 -1.24234 -0.18917 -0.02
C -0.97708 -0.03434 -0.79394 -0.43
C 2.01828 0.40091 1.09235 -0.19
H -2.71740 -1.07775 -0.29746 0.05
H -1.43595 -1.21347 0.91481 0.13
H 1.38534 0.17258 -1.21684 0.09
H -0.70090 1.85847 0.07813 0.12
H 2.24006 0.93422 3.13422 0.10
H -0.46683 0.49189 -2.80179 0.11
H -0.11000 -1.02340 -2.24698 0.15
H -2.28900 1.41998 -0.26154 0.10
H 2.48767 1.28365 0.64526 0.09
H 0.52430 1.49526 2.46313 0.12
H 2.71967 -0.46336 1.07869 0.10
H 0.95874 -0.30151 2.96642 0.09
H -1.49728 -0.67821 -3.05221 0.14
H -1.39237 -2.13746 -0.70126 0.08
H 0.92761 -1.30854 -0.03706 0.07
```

lowest unoccupied orbital energy = -3.103 eV
energy above the lowest of the compared OMol25 structures with the same formula, charge and spin = 388.3 kJ/mol
net charge = +1

---

(10)
This record from the OMol25 dataset describes a gas-phase ion, C5H15N2 (charge +1) at a distorted geometry. The level of theory is ωB97M-V/def2-TZVPD.

```
22
Properties=species:S:1:pos:R:3:lowdin_charge:R:1
N 2.11505 0.44863 0.09151 0.17
N -0.07505 -0.86225 -0.17151 -0.11
C -2.10083 0.75764 -1.66691 -0.10
C -1.38115 1.23851 -0.41712 -0.25
C 1.90129 -0.64430 1.09049 -0.14
C -0.93844 0.13400 0.53478 -0.20
C 0.84434 -1.66317 0.65395 -0.14
H -2.03650 1.93251 0.09895 0.12
H -0.32536 0.68318 1.23209 0.11
H -0.72517 -1.47377 -0.49729 0.09
H -3.08060 0.39119 -1.42694 0.07
H -0.50119 1.74839 -0.73705 0.09
H 1.49979 -0.40338 2.08139 0.13
H 2.88722 -0.87152 1.34790 0.11
H -1.82681 -0.49087 0.90702 0.16
H 0.21753 -1.85124 1.54708 0.13
H 2.80167 0.15125 -0.52481 0.13
H 2.26057 1.38541 0.50398 0.18
H 1.16186 -2.58779 0.29730 0.11
H -2.20383 1.60943 -2.36864 0.09
H 1.03505 0.36501 -0.32741 0.16
H -1.52946 0.00316 -2.24873 0.08
```

lowest unoccupied orbital energy = -3.204 eV
energy above the lowest of the compared OMol25 structures with the same formula, charge and spin = 216.2 kJ/mol
net charge = +1

---

Question: Number 10 is which compound?
Answer: C5H15N2